1.
27
Properties=species:S:1:pos:R:3 method="wB97M-V/def2-TZVPD" multiplicity=1 energy_ev=-23101.69535 total_charge=0 e_above_lowest_kcal_mol=460.6
Na 0.044 0.241 -0.031
O -0.540 1.656 -0.906
H 0.267 1.920 -1.388
O -2.183 1.754 0.022
H -1.286 1.752 -0.311
H -2.143 2.286 0.817
O 0.282 -1.528 0.183
H 1.108 -1.895 0.498
H -0.276 -2.291 0.029
O -1.151 -0.058 1.265
H -1.487 0.452 2.002
H -1.613 -0.895 1.322
O 0.867 -0.927 2.409
H 0.663 -1.796 2.064
H 0.811 -0.348 1.649
O 1.480 -0.317 -1.109
H 2.199 -0.080 -1.695
H 1.905 -0.513 -0.274
O 0.195 0.476 -2.453
H -0.041 -0.282 -1.919
H -0.054 1.232 -1.920
O -1.357 -0.639 -0.981
H -2.041 -0.332 -1.575
H -0.905 -1.327 -1.470
O 1.430 0.416 1.048
H 2.254 -0.072 1.039
H 1.572 1.115 1.686

***

2.
61
Properties=species:S:1:pos:R:3 method="wB97M-V/def2-TZVPD" multiplicity=1 energy_ev=-154663.41193 total_charge=-4 e_above_lowest_kcal_mol=98.5
Mg 4.172 6.998 23.695
Mg 4.997 7.419 18.906
Mg -0.086 5.800 19.431
Mg 1.955 10.313 21.396
S 4.119 6.703 15.802
O 4.148 5.236 15.758
O 5.045 7.268 14.796
O 2.745 7.167 15.577
O 4.560 7.129 17.150
S 2.548 7.031 20.851
O 1.238 6.329 20.664
O 2.309 8.435 21.083
O 3.257 6.582 22.054
O 3.355 6.723 19.659
S 6.611 7.217 21.840
O 7.786 6.355 21.695
O 6.992 8.589 22.249
O 5.880 7.245 20.558
O 5.739 6.633 22.881
S 4.626 10.586 19.589
O 5.648 10.513 20.654
O 4.574 9.256 18.953
O 3.324 10.830 20.224
O 4.871 11.595 18.576
S -1.399 8.256 18.067
O -0.736 7.522 19.214
O -2.603 7.464 17.734
O -1.773 9.598 18.571
O -0.501 8.386 16.956
S 4.138 10.348 23.647
O 3.040 10.840 22.782
O 5.407 10.930 23.183
O 3.842 10.815 25.018
O 4.201 8.861 23.638
O 0.487 9.602 22.662
H 0.765 8.876 23.239
H -0.222 10.048 23.136
O 0.727 3.798 19.630
H 1.575 3.540 20.041
H 0.449 3.033 19.114
O 2.462 7.106 24.755
H 1.652 6.889 24.241
H 2.281 6.801 25.649
O 0.427 6.586 23.191
H -0.534 6.628 23.149
H 0.715 6.359 22.265
O 5.496 5.326 18.566
H 5.294 4.770 17.796
H 6.360 5.032 18.886
O 4.062 4.981 24.051
H 4.523 4.396 24.662
H 3.330 4.460 23.699
O 1.160 5.899 17.882
H 1.989 6.210 18.293
H 1.133 6.365 16.999
O 3.616 3.611 20.599
H 4.314 3.491 21.251
H 3.708 4.539 20.325
O 0.620 10.196 19.907
H 0.224 10.657 19.151
H 0.369 9.263 19.763

***

3.
28
Properties=species:S:1:pos:R:3 method="wB97M-V/def2-TZVPD" multiplicity=1 energy_ev=-23132.67231 total_charge=+1 e_above_lowest_kcal_mol=7.5
Na -0.247 0.222 0.288
O 0.441 1.089 -1.851
H 1.157 0.684 -2.287
H -0.309 0.842 -2.404
O 0.713 -1.784 -2.711
H 0.104 -2.176 -3.367
H 0.091 -1.493 -2.035
O -1.518 -0.099 2.248
H -2.096 -0.870 2.191
H -1.068 -0.374 2.993
O -1.827 1.779 -0.032
H -1.514 2.302 0.725
H -1.784 2.331 -0.848
O -1.669 -1.169 -0.945
H -2.565 -1.159 -0.698
H -1.428 -1.978 -0.479
O 1.112 0.906 2.005
H 1.504 1.761 1.897
H 0.799 1.045 2.895
O 0.575 3.652 -0.793
H 1.068 4.210 -1.354
H 0.649 2.713 -1.105
O 1.236 -1.609 -0.092
H 1.787 -0.862 -0.331
H 1.629 -2.321 -0.597
O 1.121 -2.405 2.590
H 0.906 -3.290 2.349
H 1.125 -1.960 1.747

***

4.
56
Properties=species:S:1:pos:R:3 method="wB97M-V/def2-TZVPD" multiplicity=3 energy_ev=-300155.69391 total_charge=-2 e_above_lowest_kcal_mol=0.0
Zn -4.982 7.804 -18.885
Zn -9.160 12.319 -19.442
Zn -7.651 10.345 -15.897
Ni -9.227 7.380 -18.744
S -7.019 9.944 -19.113
O -7.906 8.806 -19.306
O -7.536 11.187 -19.717
O -6.757 10.210 -17.687
O -5.741 9.506 -19.722
S -5.534 6.087 -21.724
O -6.412 4.891 -21.691
O -6.086 7.184 -22.535
O -5.511 6.605 -20.273
O -4.125 5.795 -22.059
S -8.088 13.578 -16.498
O -8.983 14.509 -15.810
O -8.657 13.307 -17.883
O -6.694 14.077 -16.605
O -8.050 12.250 -15.779
S -7.191 7.135 -16.369
O -8.560 6.923 -16.954
O -6.295 7.222 -17.555
O -7.175 8.415 -15.596
O -6.838 6.027 -15.512
S -10.609 9.973 -17.496
O -9.533 9.979 -16.506
O -10.631 8.638 -18.188
O -11.901 10.263 -16.945
O -10.225 10.995 -18.537
O -7.875 6.112 -19.668
H -6.964 6.458 -19.900
H -7.987 5.334 -20.224
O -10.404 7.507 -20.565
H -10.888 6.711 -20.821
H -10.973 8.256 -20.782
O -3.308 8.280 -20.237
H -3.776 8.583 -21.029
H -2.600 7.711 -20.559
O -5.789 10.785 -14.974
H -5.646 11.675 -14.618
H -5.251 10.169 -14.462
O -4.564 12.860 -17.800
H -5.159 12.250 -18.250
H -5.178 13.385 -17.216
O -9.937 11.771 -21.232
H -9.994 12.313 -22.032
H -10.809 11.366 -21.110
O -5.572 11.463 -21.915
H -5.394 10.519 -22.019
H -6.209 11.492 -21.185
O -3.934 9.102 -17.485
H -4.591 9.830 -17.415
H -3.230 9.319 -16.871
O -9.012 8.901 -22.611
H -8.436 9.575 -22.227
H -9.260 8.342 -21.856

***

5.
29
Properties=species:S:1:pos:R:3 method="wB97M-V/def2-TZVPD" multiplicity=2 energy_ev=-46441.55826 total_charge=+2 e_above_lowest_kcal_mol=5.5
O -10.315 2.802 -23.725
V -9.921 1.352 -24.093
O -13.237 2.909 -22.868
H -13.853 2.192 -22.668
H -13.131 3.342 -22.013
O -9.761 1.594 -26.220
H -8.927 1.738 -26.691
H -10.424 1.359 -26.890
O -7.794 1.624 -23.981
H -7.178 0.875 -23.959
H -7.270 2.435 -23.912
O -8.340 4.596 -25.229
H -7.887 4.487 -26.078
H -7.611 4.780 -24.620
O -9.909 0.926 -22.054
H -10.176 1.623 -21.385
H -9.500 0.176 -21.600
O -11.894 0.567 -24.347
H -12.628 0.871 -24.907
H -12.145 -0.301 -23.998
O -9.247 -0.752 -24.395
H -9.451 -1.546 -23.872
H -8.791 -1.078 -25.190
O -10.340 3.246 -20.687
H -9.546 3.270 -20.131
H -10.855 4.001 -20.370
O -11.142 5.651 -25.194
H -11.071 6.555 -24.870
H -10.241 5.305 -25.211

***

6.
27
Properties=species:S:1:pos:R:3 method="wB97M-V/def2-TZVPD" multiplicity=2 energy_ev=-18720.24194 total_charge=-1 e_above_lowest_kcal_mol=0.0
O 17.825 14.458 2.670
H 18.487 13.952 2.199
H 18.051 15.372 2.492
O 18.684 9.352 2.480
H 18.482 10.286 2.433
H 19.534 9.268 2.047
O 16.853 9.369 6.832
H 16.908 10.309 6.664
H 17.099 9.275 7.753
O 14.981 14.748 1.853
H 15.936 14.763 1.917
H 14.734 13.874 2.156
O 17.027 11.890 3.646
H 17.002 12.835 3.496
H 17.293 11.799 4.561
O 14.447 10.898 5.716
H 14.741 10.145 6.228
H 15.115 11.567 5.866
O 14.450 12.285 3.042
H 15.292 11.879 3.249
H 13.841 11.909 3.677
O 17.620 14.725 5.819
H 18.131 14.498 5.043
H 18.267 15.048 6.446
O 16.559 12.266 6.534
H 16.840 13.139 6.260
H 16.760 12.233 7.470

***

7.
27
Properties=species:S:1:pos:R:3 method="wB97M-V/def2-TZVPD" multiplicity=1 energy_ev=-18719.81992 total_charge=0 e_above_lowest_kcal_mol=53.4
O -0.801 0.618 -3.031
H -1.086 1.534 -3.108
H 0.161 0.647 -3.139
O -2.753 0.207 1.025
H -3.045 0.437 0.135
H -3.489 -0.293 1.403
O 0.030 -0.772 0.063
H 0.650 -0.398 -0.574
H -0.595 -0.055 0.248
O 0.769 2.725 -1.141
H 1.290 2.001 -1.539
H 0.411 3.217 -1.886
O 2.023 0.538 -2.502
H 2.286 0.574 -3.432
H 2.682 -0.035 -2.087
O -0.632 -3.693 -1.305
H -0.579 -2.776 -1.005
H -0.923 -3.633 -2.221
O 2.795 0.941 1.894
H 2.299 0.114 1.857
H 3.623 0.703 2.325
O 0.188 -1.335 2.889
H 0.277 -1.310 1.921
H -0.356 -2.108 3.066
O -2.030 0.671 3.650
H -1.104 0.877 3.813
H -2.093 0.605 2.683

***

8.
27
Properties=species:S:1:pos:R:3 method="wB97M-V/def2-TZVPD" multiplicity=1 energy_ev=-18710.73542 total_charge=0 e_above_lowest_kcal_mol=262.9
O -1.442 -0.595 -1.920
H -1.808 -1.414 -2.253
H -0.725 -0.868 -1.346
O 0.040 -1.602 -0.870
H -0.272 -2.224 -0.213
H 0.699 -1.080 -0.414
O -0.461 0.690 -0.060
H -0.977 0.201 0.580
H 0.449 0.486 0.158
O -1.422 2.590 -0.334
H -1.289 2.904 0.560
H -1.145 1.674 -0.311
O 1.651 -0.368 -0.096
H 1.468 0.091 -0.915
H 2.423 -0.901 -0.287
O -1.608 -0.800 1.542
H -2.558 -0.860 1.435
H -1.488 -0.447 2.423
O 1.887 2.238 -0.570
H 2.327 3.076 -0.714
H 1.686 2.231 0.366
O 2.683 0.693 1.409
H 2.902 1.443 0.855
H 2.250 0.077 0.818
O -1.501 -2.660 0.211
H -2.163 -2.845 -0.455
H -1.606 -1.728 0.402